A molecular structure, C10H13N3O2 at a distorted geometry. Source: the Open Molecules 2025 dataset; level of theory: ωB97M-V/def2-TZVPD.

```
28
Properties=species:S:1:pos:R:3
C 2.88 -1.57 -3.79
C 2.82 -0.65 -1.45
C 1.85 -0.02 -0.48
C -0.33 -0.04 0.46
C -1.81 0.52 1.85
C -2.75 0.46 2.87
C -3.69 1.40 2.87
C -3.44 2.52 2.12
C -2.66 2.52 0.92
C -1.76 1.36 0.81
H 2.82 -2.70 -3.78
H 3.90 -1.44 -3.71
H 2.45 -1.22 -4.73
H 3.71 -0.09 -1.71
H 3.05 -1.62 -0.96
H 1.45 0.98 -0.69
H 2.28 0.06 0.52
H 0.54 -2.40 1.18
H 0.94 -2.68 -0.41
H -2.67 -0.38 3.56
H -4.64 1.37 3.48
H -4.12 3.35 2.19
H -2.64 3.23 0.11
N 0.63 -0.76 -0.30
N 0.63 -2.00 0.20
N -0.87 -0.39 1.59
O 2.16 -0.97 -2.74
O -0.72 1.15 0.03
```

highest occupied orbital energy	-7.89	eV
orbital gap	8.806	eV
energy relative to the best compared isomer or geometry (same formula, charge and spin)	4.237	eV

Charges per atom according to natural (NBO) partitioning, unit e: number 1, C, carries -0.235; number 2, C, carries -0.073; number 3, C, carries -0.246; number 4, C, carries 0.645; number 5, C, carries 0.046; number 6, C, carries -0.197; number 7, C, carries -0.215; number 8, C, carries -0.225; number 9, C, carries -0.219; number 10, C, carries 0.230; number 11, H, carries 0.156; number 12, H, carries 0.165; number 13, H, carries 0.194; number 14, H, carries 0.194; number 15, H, carries 0.174; number 16, H, carries 0.219; number 17, H, carries 0.187; number 18, H, carries 0.395; number 19, H, carries 0.361; number 20, H, carries 0.225; number 21, H, carries 0.222; number 22, H, carries 0.208; number 23, H, carries 0.223; number 24, N, carries -0.247; number 25, N, carries -0.713; number 26, N, carries -0.507; number 27, O, carries -0.562; number 28, O, carries -0.405


2 unconnected molecules or ions with the total composition C5H11NP at a distorted geometry. Source: the Open Molecules 2025 dataset; level of theory: ωB97M-V/def2-TZVPD.

```
18
Properties=species:S:1:pos:R:3
C -3.59 0.60 0.21
C -2.66 -0.02 -0.48
C -1.21 0.28 -0.25
C -0.32 -0.45 -0.89
C 1.76 0.11 -0.43
N 1.74 0.45 1.06
P 2.70 -1.30 -1.11
H -4.59 0.40 0.00
H -3.24 1.28 1.04
H -2.94 -0.89 -1.09
H -1.17 1.14 0.46
H -0.16 -1.14 -1.64
H 2.03 1.01 -0.89
H 1.22 1.32 1.33
H 1.46 -0.28 1.74
H 2.71 0.63 1.43
H 4.07 -1.14 -0.49
H 2.19 -1.98 0.01
```

highest occupied orbital energy	-13.00	eV
charge	+1
orbital gap	9.408	eV
energy relative to the best compared isomer or geometry (same formula, charge and spin)	3.758	eV

Charges per atom according to natural (NBO) partitioning, unit e: number 1, C, carries -0.306; number 2, C, carries -0.235; number 3, C, carries -0.279; number 4, C, carries -0.027; number 5, C, carries -0.412; number 6, N, carries -0.719; number 7, P, carries 0.393; number 8, H, carries 0.224; number 9, H, carries 0.192; number 10, H, carries 0.225; number 11, H, carries 0.233; number 12, H, carries 0.222; number 13, H, carries 0.207; number 14, H, carries 0.443; number 15, H, carries 0.444; number 16, H, carries 0.436; number 17, H, carries -0.003; number 18, H, carries -0.037


A molecular structure, C34H57CoN3O2SSi at a distorted geometry. Source: the Open Molecules 2025 dataset; level of theory: ωB97M-V/def2-TZVPD.

```
99
Properties=species:S:1:pos:R:3
O 1.88 -2.16 -1.58
O 0.66 -0.53 -3.35
C 2.99 -2.13 -0.69
C 3.33 -3.47 -0.06
H 2.79 -1.39 0.10
H 3.82 -1.75 -1.29
H 2.81 -3.60 0.89
H 4.41 -3.47 0.15
H 3.10 -4.31 -0.73
C 0.66 -2.69 -1.04
C -0.02 -3.56 -2.06
H 0.02 -1.84 -0.75
H 0.87 -3.27 -0.13
H -0.40 -2.95 -2.89
H -0.87 -4.07 -1.59
H 0.67 -4.31 -2.45
C -0.47 -0.04 -4.09
C 1.82 -0.80 -4.17
C -1.73 -0.60 -3.49
H -0.39 -0.35 -5.15
H -0.46 1.06 -4.05
H -1.87 -1.65 -3.75
H -2.59 -0.04 -3.87
H -1.73 -0.51 -2.40
C 1.77 -2.18 -4.77
H 2.68 -0.70 -3.50
H 1.90 -0.04 -4.96
H 1.72 -2.93 -3.98
H 2.68 -2.34 -5.36
H 0.90 -2.28 -5.43
H 0.99 -0.13 -1.64
N -0.85 -0.35 2.98
C -1.76 0.01 3.90
C -2.59 1.12 3.72
C -2.71 1.85 2.54
C -1.96 -0.84 5.12
H -1.00 -1.14 5.58
H -2.53 -1.76 4.91
H -2.53 -0.27 5.86
C -3.89 2.74 2.33
H -4.51 2.42 1.48
H -3.61 3.79 2.17
H -4.52 2.70 3.23
N -1.79 1.76 1.57
C -0.37 -1.70 2.94
C 0.85 -2.05 3.55
C 1.65 -1.07 4.35
C 1.31 -3.35 3.44
H 2.28 -3.60 3.88
C 0.55 -4.33 2.81
H 0.93 -5.35 2.73
C -0.71 -4.01 2.29
H -1.34 -4.77 1.83
C -1.19 -2.70 2.37
C -2.58 -2.38 1.90
C -1.96 2.42 0.32
C -1.45 3.72 0.14
C -0.83 4.45 1.30
C -1.55 4.32 -1.12
H -1.12 5.31 -1.26
C -2.19 3.66 -2.16
H -2.27 4.12 -3.15
C -2.78 2.41 -1.95
H -3.35 1.92 -2.75
C -2.68 1.77 -0.72
C -3.32 0.43 -0.51
Co -0.14 0.94 1.81
H 2.46 -0.62 3.76
H 2.12 -1.60 5.19
H 1.04 -0.26 4.77
H -2.62 -1.46 1.30
H -3.28 -2.26 2.74
H -2.96 -3.20 1.28
H -0.56 5.47 1.01
H 0.07 3.94 1.69
H -1.54 4.52 2.15
H -3.89 0.37 0.43
H -2.58 -0.38 -0.50
H -4.02 0.22 -1.33
H -3.31 1.33 4.51
C 0.95 0.69 -0.82
Si 2.10 2.11 -1.41
H -0.10 1.04 -0.73
H 1.30 0.22 0.10
C 3.83 1.39 -1.59
C 2.18 3.64 -0.33
C 1.50 2.74 -3.08
H 1.98 3.71 -3.31
H 0.42 2.89 -3.08
H 1.75 2.04 -3.89
H 4.31 1.30 -0.60
H 4.44 2.06 -2.21
H 3.82 0.40 -2.06
H 2.69 3.46 0.63
H 1.17 4.03 -0.11
H 2.72 4.44 -0.85
S 4.29 1.65 2.42
C 2.72 1.53 2.33
N 1.52 1.42 2.25
```

highest occupied orbital energy (spin up / spin down)	-11.50 / -11.50	eV
charge	+1
spin multiplicity	5
orbital gap (spin up / spin down)	8.304 / 5.882	eV
energy relative to the best compared isomer or geometry (same formula, charge and spin)	0.000	eV
expectation value of S²	6.06

Charges per atom according to Löwdin partitioning, unit e: number 1, O, carries -0.210; number 2, O, carries -0.254; number 3, C, carries -0.252; number 4, C, carries -0.062; number 5, H, carries 0.107; number 6, H, carries 0.117; number 7, H, carries 0.052; number 8, H, carries 0.082; number 9, H, carries 0.092; number 10, C, carries -0.260; number 11, C, carries -0.057; number 12, H, carries 0.098; number 13, H, carries 0.100; number 14, H, carries 0.050; number 15, H, carries 0.081; number 16, H, carries 0.088; number 17, C, carries -0.239; number 18, C, carries -0.257; number 19, C, carries -0.065; number 20, H, carries 0.127; number 21, H, carries 0.102; number 22, H, carries 0.079; number 23, H, carries 0.077; number 24, H, carries 0.050; number 25, C, carries -0.060; number 26, H, carries 0.100; number 27, H, carries 0.121; number 28, H, carries 0.057; number 29, H, carries 0.087; number 30, H, carries 0.082; number 31, H, carries 0.052; number 32, N, carries 0.010; number 33, C, carries -0.273; number 34, C, carries 0.045; number 35, C, carries -0.271; number 36, C, carries 0.014; number 37, H, carries 0.096; number 38, H, carries 0.103; number 39, H, carries 0.095; number 40, C, carries 0.015; number 41, H, carries 0.104; number 42, H, carries 0.098; number 43, H, carries 0.093; number 44, N, carries 0.006; number 45, C, carries -0.195; number 46, C, carries -0.211; number 47, C, carries -0.040; number 48, C, carries -0.042; number 49, H, carries 0.126; number 50, C, carries -0.059; number 51, H, carries 0.116; number 52, C, carries -0.039; number 53, H, carries 0.121; number 54, C, carries -0.214; number 55, C, carries -0.024; number 56, C, carries -0.229; number 57, C, carries -0.223; number 58, C, carries -0.042; number 59, C, carries -0.028; number 60, H, carries 0.126; number 61, C, carries -0.054; number 62, H, carries 0.118; number 63, C, carries -0.034; number 64, H, carries 0.113; number 65, C, carries -0.220; number 66, C, carries -0.042; number 67, Co, carries 0.879; number 68, H, carries 0.059; number 69, H, carries 0.097; number 70, H, carries 0.076; number 71, H, carries 0.048; number 72, H, carries 0.089; number 73, H, carries 0.092; number 74, H, carries 0.098; number 75, H, carries 0.066; number 76, H, carries 0.079; number 77, H, carries 0.077; number 78, H, carries 0.062; number 79, H, carries 0.098; number 80, H, carries 0.127; number 81, C, carries -0.168; number 82, Si, carries 0.493; number 83, H, carries 0.014; number 84, H, carries -0.011; number 85, C, carries -0.162; number 86, C, carries -0.167; number 87, C, carries -0.162; number 88, H, carries 0.042; number 89, H, carries 0.010; number 90, H, carries 0.022; number 91, H, carries 0.006; number 92, H, carries 0.045; number 93, H, carries 0.006; number 94, H, carries -0.002; number 95, H, carries -0.004; number 96, H, carries 0.049; number 97, S, carries 0.759; number 98, C, carries -0.909; number 99, N, carries -0.051


The DFT total energy results, record by record, are as follows: -703.4567 -592.7882 -3714.6952 a.u..